1.
{
  "formula": "C2HFNaO2",
  "method": "wB97M-V/def2-TZVPD",
  "elements": ["O", "Na", "F", "O", "H", "C", "C"],
  "positions_angstrom": [[1.4956, 1.2102, -0.1627], [3.5702, 0.4978, 0.2233], [-2.5843, 0.8364, 0.3763], [-0.7684, -1.6747, -0.2700], [-2.7071, -0.1410, 0.2340], [0.9058, 0.0978, -0.0153], [0.0881, -0.8266, -0.3856]],
  "forces_ev_per_angstrom": [[0.34, -0.41, -0.06], [-0.78, 0.09, -0.03], [-0.53, -3.04, -0.41], [0.35, -0.10, -0.28], [0.66, 2.98, 0.38], [0.77, 0.02, -0.18], [-0.81, 0.46, 0.57]],
  "mulliken_charge": [-0.73, 0.97, -0.42, -0.56, 0.41, -0.06, 0.40],
  "total_charge": 0,
  "spin_multiplicity": 2,
  "homo_lumo_gap_ev": [5.22, 4.92],
  "e_homo_ev": [-6.7, -6.4],
  "s2": 0.758,
  "de_lowest_kj_mol": 180.2
}

***

2.
{
  "formula": "C5H8N2",
  "method": "wB97M-V/def2-TZVPD",
  "elements": ["C", "N", "H", "C", "H", "C", "H", "N", "H", "H", "H", "C", "H", "C", "H"],
  "positions_angstrom": [[-0.3173, -1.7081, 0.2279], [1.2339, -1.0036, 1.8100], [-0.4700, 2.6340, -1.7835], [0.4653, -2.1337, 1.3173], [-0.1453, 2.4180, 0.0675], [-0.6730, 0.5154, -0.9155], [0.9688, 1.8883, -0.8876], [-0.1268, -0.3587, 0.1260], [-1.8487, 0.4444, -0.7256], [-0.5823, 0.0424, -1.9853], [-1.0044, -2.3200, -0.4394], [0.0058, 1.8303, -0.9584], [0.7266, -3.3121, 1.6858], [0.7991, -0.0858, 1.1142], [0.9684, 1.1491, 1.3465]],
  "forces_ev_per_angstrom": [[-0.03, -2.23, 0.97], [-0.72, -5.01, 1.36], [1.45, -2.53, 2.06], [1.30, -2.09, -0.31], [-0.55, -1.04, -1.86], [-2.31, -2.20, -1.40], [5.96, -0.55, -0.89], [0.76, -0.57, 0.03], [2.39, 1.07, -0.49], [0.16, 0.37, 2.06], [1.11, 1.14, 1.01], [-7.41, 4.95, 1.11], [-1.01, 3.88, -1.12], [-1.02, 8.64, -1.80], [-0.06, -3.86, -0.74]],
  "mulliken_charge": [-0.25, -0.51, 0.24, -0.39, 0.31, -0.11, 0.60, 0.20, 0.28, 0.26, 0.32, -1.44, 0.23, 0.16, 0.10],
  "total_charge": 0,
  "smiles": "CCn1ccnc1",
  "spin_multiplicity": 1,
  "homo_lumo_gap_ev": 9.55,
  "e_homo_ev": -8.7,
  "de_lowest_kj_mol": 292.3
}

***

3.
{
  "formula": "CH3ClN2O2",
  "method": "wB97M-V/def2-TZVPD",
  "elements": ["H", "H", "Cl", "N", "O", "H", "N", "O", "C"],
  "positions_angstrom": [[0.9629, -1.2909, 0.5190], [-0.7232, -1.7015, 0.0420], [-0.5111, -0.8632, 2.3525], [0.0043, 0.3723, 0.0039], [-1.0719, 0.9541, -0.3386], [0.6907, 0.8900, 0.7173], [0.8322, 1.1203, -1.7255], [-0.1909, 1.5097, -2.0725], [0.0069, -0.9909, 0.5018]],
  "forces_ev_per_angstrom": [[3.34, -1.46, 0.17], [0.70, 0.98, 0.24], [0.44, -0.38, -1.53], [1.25, 1.13, 1.72], [-0.93, -0.59, 1.44], [-1.75, -0.65, -1.79], [-2.04, 0.88, -1.90], [3.35, -1.07, 0.82], [-4.36, 1.16, 0.84]],
  "mulliken_charge": [0.33, 0.33, -0.22, 0.01, -0.54, 0.29, 0.24, -0.05, -0.39],
  "total_charge": 0,
  "spin_multiplicity": 1,
  "homo_lumo_gap_ev": [8.22, 8.12],
  "e_homo_ev": [-8.8, -8.8],
  "de_lowest_kj_mol": 341.6
}

***

4.
{
  "formula": "C10H40O10",
  "method": "wB97M-V/def2-TZVPD",
  "elements": ["H", "H", "O", "H", "H", "C", "H", "H", "C", "O", "O", "H", "H", "H", "O", "C", "C", "H", "O", "O", "H", "O", "H", "H", "H", "H", "H", "H", "H", "H", "H", "C", "H", "C", "H", "O", "C", "H", "H", "H", "H", "H", "H", "H", "H", "O", "H", "H", "H", "H", "C", "H", "O", "C", "H", "H", "H", "H", "H", "C"],
  "positions_angstrom": [[-29.5720, 14.7180, 4.7780], [-26.6210, 10.4970, 6.2910], [-26.8820, 8.8530, 8.2200], [-30.0870, 11.5980, 7.1170], [-29.0870, 5.1830, 8.3640], [-30.3070, 7.4410, 10.6700], [-28.8650, 11.1250, 9.7570], [-31.0920, 8.9430, 7.8620], [-31.8900, 6.8490, 5.4370], [-28.6100, 6.9350, 7.2100], [-29.0340, 7.4700, 10.2360], [-31.4250, 7.5570, 4.7670], [-27.0170, 7.3440, 6.0100], [-31.6490, 10.7510, 3.1180], [-31.0770, 5.6920, 5.4490], [-28.0430, 7.0460, 5.9680], [-30.9120, 10.6560, 3.9170], [-28.1950, 6.2240, 5.3250], [-28.3130, 11.4230, 5.3070], [-29.8730, 9.7740, 3.6730], [-29.0490, 10.1080, 3.8760], [-30.8550, 11.0700, 7.3390], [-30.7580, 6.5270, 10.9430], [-26.2840, 11.4800, 10.5190], [-31.2690, 4.3340, 7.6250], [-30.8830, 7.7920, 9.8160], [-25.3410, 7.6830, 7.6510], [-30.5490, 11.6560, 4.1190], [-30.2140, 9.2660, 6.3910], [-30.9480, 6.0590, 8.1010], [-28.6270, 7.8670, 5.6160], [-25.5250, 8.6820, 7.9240], [-29.4440, 9.5600, 7.8690], [-28.0520, 10.8420, 10.3820], [-26.8500, 12.2180, 6.4030], [-26.8540, 11.1150, 9.7590], [-31.0030, 4.9890, 8.4360], [-25.1280, 9.3810, 7.1200], [-31.8060, 4.8590, 9.1580], [-28.1640, 11.3420, 11.3560], [-29.5280, 15.3140, 6.8610], [-28.0140, 11.2300, 7.2540], [-31.9410, 7.3430, 6.3890], [-29.6780, 13.6620, 7.3410], [-28.1240, 9.7890, 10.6130], [-29.6860, 4.8190, 9.0360], [-27.0190, 9.6130, 8.7740], [-31.2890, 10.4850, 4.8960], [-30.3320, 5.9270, 6.0190], [-30.4400, 8.0810, 11.5100], [-27.4110, 11.3140, 6.3340], [-32.8200, 6.4430, 4.9840], [-29.8880, 13.9540, 5.3030], [-30.4170, 9.6450, 7.3360], [-28.3700, 7.1430, 10.8440], [-28.3460, 7.7050, 7.7230], [-28.7530, 12.2410, 5.3860], [-25.0150, 8.8410, 8.7910], [-28.1680, 14.2320, 6.5460], [-29.2990, 14.3430, 6.5280]],
  "forces_ev_per_angstrom": [[-0.71, -0.98, -0.63], [-1.65, 0.68, -0.48], [-0.89, -0.97, -0.93], [0.17, -0.14, -0.20], [-0.01, 0.12, 0.39], [-1.85, 0.91, -0.20], [-0.80, 0.23, -0.56], [-0.15, 1.03, -0.25], [-0.12, -0.94, -1.64], [-0.82, -2.04, 2.24], [2.89, -0.01, -1.21], [-0.16, 0.55, -0.49], [0.88, -0.05, -0.11], [0.04, -0.57, 0.10], [0.78, -0.13, 0.69], [-0.32, 2.11, -0.51], [0.55, 1.57, 0.60], [-0.16, -1.25, -0.36], [0.30, -2.07, -1.92], [-2.25, -2.53, -1.72], [2.42, 1.54, 0.90], [-0.16, -2.15, 0.29], [0.05, -1.70, 0.20], [-0.78, -0.91, -2.27], [0.49, -0.33, -0.54], [-0.37, 0.28, 0.20], [0.02, -1.28, -0.63], [0.36, 0.64, -0.60], [-0.03, -0.37, -2.12], [-0.88, -0.91, -0.01], [0.17, 0.87, -1.86], [-0.71, 1.48, -1.90], [-0.56, 0.17, -0.06], [-1.39, -0.56, 1.83], [0.70, 0.88, 0.28], [2.98, 1.85, 1.68], [1.08, 1.75, 0.57], [-0.50, -0.75, 0.77], [0.31, 0.16, 0.50], [0.01, 0.19, -0.35], [-0.50, 1.45, 0.07], [0.79, -0.32, 0.25], [-0.67, -0.10, 0.69], [0.28, 0.55, -0.77], [-0.27, -0.54, -0.10], [-1.02, -0.83, -0.65], [0.45, 0.61, 0.30], [-1.36, -0.76, 0.62], [0.05, -0.35, -0.13], [-0.41, 0.96, 0.79], [0.92, -0.52, 1.88], [0.12, 1.03, 0.70], [0.90, 1.56, -0.23], [0.69, 1.43, 2.39], [-0.26, -0.29, 0.24], [0.26, 0.02, 0.40], [-0.95, 1.63, -0.22], [1.97, 0.62, 2.35], [-1.12, 0.13, -0.25], [1.21, -2.64, 1.97]],
  "mulliken_charge": [0.29, -0.07, -0.24, 0.04, 0.39, -0.71, 0.16, 0.15, -0.32, 0.01, -0.20, 0.16, 0.21, 0.35, -0.54, -0.99, -0.41, 0.38, -0.43, -0.54, 0.37, -0.58, 0.33, 0.33, 0.30, 0.16, 0.34, 0.11, -0.54, -0.23, 0.36, -1.08, -0.44, -0.65, 0.37, -0.54, -0.19, 0.29, 0.33, 0.46, 0.40, 0.14, 0.10, 0.20, 0.27, -0.58, 0.20, 0.17, 0.20, 0.35, -0.27, 0.32, -0.46, 1.11, 0.19, 0.14, 0.28, 0.41, 0.25, -0.64],
  "total_charge": 0,
  "smiles": "CO.CO.CO.CO.CO.CO.CO.CO.CO.CO",
  "spin_multiplicity": 1,
  "homo_lumo_gap_ev": 9.47,
  "e_homo_ev": -9.4,
  "de_lowest_kj_mol": 566.1
}